Density functional theory data (the ωB97M-V functional and the def2-TZVPD basis) for 2 unconnected molecules or ions with the total composition C11H22BFOPSSi.

Output
Charge = -1
HOMO level = -3.9 eV
Energy above the lowest of the compared OMol25 structures with the same formula, charge and spin = 2.152 eV
LUMO energy = 2.3 eV

Geometry (Å):
C: -0.53 0.95 -0.03
Si: 0.79 -0.47 -0.34
C: 0.32 -1.26 -2.04
C: 0.53 -1.83 1.02
O: 2.38 0.29 -0.30
C: 2.63 0.82 -1.65
C: 3.64 2.15 -1.67
B: 3.61 2.68 -3.26
P: 1.97 3.62 -3.68
S: 1.87 4.05 -5.61
H: -0.52 1.33 1.08
H: -0.25 1.81 -0.81
H: -1.57 0.45 -0.25
H: -0.74 -1.75 -2.08
H: 0.28 -0.35 -2.82
H: 1.19 -1.97 -2.43
H: 0.62 -1.39 2.10
H: 1.29 -2.74 0.87
H: -0.55 -2.30 0.87
H: 1.59 1.23 -2.05
H: 3.05 -0.06 -2.33
H: 4.76 1.89 -1.43
H: 3.16 2.93 -0.93
H: 4.55 3.32 -3.55
H: 3.58 1.67 -3.90
H: 1.85 4.84 -2.87
H: 0.82 2.79 -3.38
F: -1.50 -3.58 2.46
C: -2.42 -2.74 2.95
C: -2.35 -2.35 4.29
C: -3.30 -1.47 4.80
C: -4.33 -1.01 3.98
C: -4.40 -1.41 2.64
C: -3.44 -2.28 2.13
H: -1.55 -2.73 4.91
H: -3.25 -1.15 5.84
H: -5.08 -0.33 4.38
H: -5.21 -1.05 2.01
H: -3.48 -2.60 1.09

Results of the natural (NBO) charge analysis, in e, for atoms 1 through 4: number 1, C, carries -1.15; number 2, Si, carries 1.89; number 3, C, carries -1.18; number 4, C, carries -1.15